Record 1
This record from OMol25 describes a structure of composition C36H33Cl3CoN6O2S3. The level of theory is ωB97M-V with the def2-TZVPD basis set.

## Properties
Kohn-Sham gap (spin up / spin down): 4.112 / 4.114 eV

```
! RIJCOSX wB97M-V def2-TZVPD def2/J DEFGRID3
* xyz 3 1
Co 0.004 0.008 0.073
C -1.065 -2.574 -3.140
C -0.457 -1.638 -2.156
N -1.031 -1.087 -1.132
N -2.352 -1.321 -0.839
C -2.895 -0.622 0.193
N -4.187 -0.745 0.465
S -1.903 0.401 1.139
C 0.948 -1.214 -2.303
C 1.754 -1.595 -3.362
C 3.050 -1.093 -3.429
C 3.479 -0.232 -2.440
C 2.612 0.101 -1.403
N 1.376 -0.380 -1.324
H -2.075 -2.894 -2.909
H -0.448 -3.471 -3.204
H -1.078 -2.112 -4.128
H -2.903 -1.921 -1.448
H -4.824 -1.281 -0.104
H -4.587 -0.242 1.244
H 1.387 -2.261 -4.126
H 3.697 -1.367 -4.247
H 4.469 0.198 -2.462
H 2.926 0.791 -0.634
Cl 6.220 -6.008 7.911
C 5.639 -5.035 6.616
C 6.403 -4.886 5.459
C 5.934 -4.085 4.432
C 4.711 -3.427 4.534
C 4.190 -2.566 3.407
C 3.298 -3.385 2.460
N 2.057 -2.688 2.156
C 0.873 -2.838 2.807
C -0.006 -1.981 2.222
N 0.653 -1.320 1.201
C 1.895 -1.786 1.200
O 5.241 -1.999 2.643
C 5.203 -0.578 2.600
C 5.499 0.073 3.914
C 6.600 -0.163 4.700
Cl 7.937 -1.168 4.344
S 6.631 0.793 6.121
C 5.162 1.551 5.684
C 4.677 1.078 4.493
C 3.964 -3.622 5.695
Cl 2.383 -2.871 5.847
C 4.402 -4.407 6.743
H 7.354 -5.387 5.377
H 6.530 -3.953 3.542
H 3.588 -1.760 3.847
H 3.027 -4.354 2.881
H 3.832 -3.556 1.523
H 0.760 -3.517 3.626
H -1.029 -1.799 2.469
H 2.678 -1.501 0.532
H 4.195 -0.259 2.289
H 5.909 -0.274 1.822
H 4.733 2.300 6.321
H 3.754 1.433 4.047
H 3.805 -4.535 7.632
O 0.861 1.428 0.867
S 2.143 1.473 1.800
C 1.543 1.788 3.417
C 1.777 0.760 4.327
C 1.348 0.911 5.637
C 0.695 2.073 6.013
C 0.463 3.092 5.095
C 0.887 2.961 3.786
C 2.946 2.922 1.202
C 2.244 4.061 0.814
C 2.964 5.157 0.375
C 4.352 5.111 0.325
C 5.037 3.965 0.694
C 4.334 2.852 1.131
H 2.302 -0.134 4.025
H 1.539 0.131 6.358
H 0.369 2.195 7.035
H -0.037 3.996 5.408
H 0.714 3.756 3.080
H 1.167 4.084 0.828
H 2.443 6.053 0.073
H 4.901 5.976 -0.008
H 6.114 3.934 0.641
H 4.861 1.954 1.435
*
```

Results of the Löwdin charge analysis, in e, for atoms 1 through 4:
1. Co 0.429
2. C 0.040
3. C -0.162
4. N 0.001

=====

Record 2
This record from OMol25 describes a structure of composition C36H33HgN3O3Te at a distorted geometry. The level of theory is ωB97M-V with the def2-TZVPD basis set.

## Properties
Kohn-Sham gap (spin up / spin down): 4.046 / 6.320 eV

```
! RIJCOSX wB97M-V def2-TZVPD def2/J DEFGRID3
* xyz -1 2
Hg -1.235 -0.493 -0.219
C 4.888 3.213 -2.291
C 3.781 2.271 -1.982
C 3.995 0.872 -2.018
C 2.943 -0.050 -1.920
C 3.321 -1.485 -2.081
O 3.397 -2.049 -3.162
C 3.606 -2.303 -0.858
C 4.532 -3.396 -1.047
C 4.735 -4.261 -0.012
C 4.001 -4.150 1.189
C 3.114 -3.110 1.356
C 2.913 -2.160 0.348
C 1.538 0.461 -1.811
O 0.617 -0.390 -1.891
C 1.381 1.892 -1.613
C 2.473 2.732 -1.847
C 0.095 2.485 -1.184
N -0.918 1.761 -0.881
C -2.317 2.275 -0.693
C -2.575 2.763 0.736
Te -4.631 2.358 1.487
C -4.620 0.668 2.831
C -4.040 0.727 4.086
C -3.947 -0.403 4.869
C -4.346 -1.659 4.392
C -5.081 -1.646 3.193
C -5.317 -0.493 2.449
C 0.083 3.970 -0.901
C 1.110 4.384 -0.024
C 1.296 5.730 0.261
C 0.392 6.700 -0.240
C -0.623 6.261 -1.120
C -0.807 4.926 -1.463
H 4.927 3.455 -3.387
H 5.867 2.836 -1.983
H 4.747 4.145 -1.749
H 5.034 0.488 -2.097
H 5.000 -3.568 -2.058
H 5.517 -5.025 -0.086
H 4.169 -4.874 1.967
H 2.420 -3.090 2.228
H 2.106 -1.405 0.454
H 2.330 3.821 -1.960
H -2.923 1.369 -0.894
H -2.466 3.024 -1.432
H -2.513 3.876 0.824
H -1.958 2.276 1.509
H -3.534 1.654 4.411
H -3.504 -0.331 5.892
H -4.150 -2.563 4.937
H -5.516 -2.592 2.855
H -5.928 -0.458 1.520
H 1.770 3.653 0.407
H 2.197 6.012 0.755
H 0.510 7.746 0.016
H -1.320 6.986 -1.511
H -1.538 4.569 -2.214
C -0.492 -0.479 2.390
O -0.324 -1.435 1.374
H 0.077 -0.808 3.282
H -1.573 -0.350 2.741
H -0.125 0.595 2.180
N -3.427 -1.534 -2.161
C -2.751 -1.464 -1.192
H -3.996 -2.144 -2.759
C -1.937 -5.639 -1.311
C -1.499 -4.847 -2.371
C -0.547 -3.869 -2.051
N -0.010 -3.718 -0.846
C -0.488 -4.443 0.155
C -1.424 -5.432 -0.015
H -2.723 -6.406 -1.484
H -1.866 -4.964 -3.375
H -0.120 -3.215 -2.839
H -0.012 -4.219 1.122
H -1.761 -6.034 0.822
*
```

Results of the Löwdin charge analysis, in e, for atoms 1 through 4:
1. Hg 1.102
2. C -0.091
3. C -0.302
4. C 0.009

=====

Record 3
This record from OMol25 describes a structure of composition C36H34BI2N10Sn at a distorted geometry. The level of theory is ωB97M-V with the def2-TZVPD basis set.

## Properties
Kohn-Sham gap: 7.668 eV

```
! RIJCOSX wB97M-V def2-TZVPD def2/J DEFGRID3
* xyz 1 1
Sn 0.072 -0.625 -0.556
C 3.970 3.460 -1.853
C 2.837 2.522 -2.209
C 2.323 2.179 -3.478
C 1.196 1.411 -3.143
N 1.055 1.266 -1.842
N 2.177 1.867 -1.302
B 2.096 1.975 0.291
N 0.628 2.082 0.881
N -0.510 1.315 0.542
C -1.499 1.634 1.369
C -1.042 2.693 2.159
C 0.295 2.906 1.956
C 1.187 3.856 2.676
C -2.802 1.052 1.228
C -3.665 0.954 2.322
C -4.980 0.664 2.168
C -5.431 0.371 0.851
C -4.592 0.597 -0.238
C -3.270 0.826 -0.067
N 2.670 0.738 0.957
N 2.014 -0.457 0.710
C 2.665 -1.452 1.363
C 3.721 -0.898 1.999
C 3.683 0.460 1.741
C 4.735 1.479 2.202
C 2.346 -2.869 1.440
C 2.076 -3.656 0.306
C 1.811 -5.004 0.431
C 1.729 -5.611 1.698
C 1.900 -4.806 2.802
C 2.174 -3.449 2.625
C 0.179 0.899 -4.088
C -1.104 1.353 -4.001
C -2.066 0.934 -4.887
C -1.773 -0.096 -5.793
C -0.497 -0.620 -5.879
C 0.480 -0.094 -5.032
H 3.815 4.049 -0.932
H 4.919 2.925 -1.588
H 4.209 4.137 -2.692
H 2.662 2.424 -4.482
H 2.608 2.985 0.565
H -1.667 3.127 2.921
H 0.716 4.280 3.539
H 1.950 3.229 3.159
H 1.613 4.654 2.062
H -3.271 1.118 3.333
H -5.617 0.520 3.082
H -6.481 0.101 0.660
H -5.041 0.439 -1.197
H -2.613 0.783 -0.894
H 4.628 -1.403 2.443
H 5.759 1.100 2.145
H 4.730 2.395 1.580
H 4.510 1.761 3.171
H 2.155 -3.276 -0.699
H 1.675 -5.615 -0.447
H 1.601 -6.656 1.823
H 1.852 -5.349 3.733
H 2.351 -2.849 3.502
H -1.351 1.939 -3.149
H -3.056 1.344 -4.752
H -2.597 -0.448 -6.443
H -0.212 -1.425 -6.557
H 1.507 -0.442 -5.053
N -2.670 -2.087 2.707
C -1.859 -1.389 3.626
C -0.819 -0.917 2.842
N -0.970 -1.343 1.584
C -2.087 -1.997 1.519
C -2.569 -2.667 0.301
N -1.732 -3.277 -0.484
C -2.440 -3.647 -1.609
C -3.717 -3.331 -1.421
N -3.797 -2.689 -0.195
H -3.517 -2.599 2.819
H -2.259 -1.262 4.616
H 0.108 -0.403 3.219
H -1.988 -4.158 -2.394
H -4.488 -3.445 -2.090
H -4.608 -2.159 0.056
I 0.878 6.692 -3.121
I 0.396 4.974 -1.151
*
```

Results of the Löwdin charge analysis, in e, for atoms 1 through 4:
1. Sn 1.334
2. C -0.023
3. C -0.332
4. C 0.063

=====

Please write out number 2 again, unchanged.
This record from OMol25 describes a structure of composition C36H33HgN3O3Te at a distorted geometry. The level of theory is ωB97M-V with the def2-TZVPD basis set.

## Properties
Kohn-Sham gap (spin up / spin down): 4.046 / 6.320 eV

```
! RIJCOSX wB97M-V def2-TZVPD def2/J DEFGRID3
* xyz -1 2
Hg -1.235 -0.493 -0.219
C 4.888 3.213 -2.291
C 3.781 2.271 -1.982
C 3.995 0.872 -2.018
C 2.943 -0.050 -1.920
C 3.321 -1.485 -2.081
O 3.397 -2.049 -3.162
C 3.606 -2.303 -0.858
C 4.532 -3.396 -1.047
C 4.735 -4.261 -0.012
C 4.001 -4.150 1.189
C 3.114 -3.110 1.356
C 2.913 -2.160 0.348
C 1.538 0.461 -1.811
O 0.617 -0.390 -1.891
C 1.381 1.892 -1.613
C 2.473 2.732 -1.847
C 0.095 2.485 -1.184
N -0.918 1.761 -0.881
C -2.317 2.275 -0.693
C -2.575 2.763 0.736
Te -4.631 2.358 1.487
C -4.620 0.668 2.831
C -4.040 0.727 4.086
C -3.947 -0.403 4.869
C -4.346 -1.659 4.392
C -5.081 -1.646 3.193
C -5.317 -0.493 2.449
C 0.083 3.970 -0.901
C 1.110 4.384 -0.024
C 1.296 5.730 0.261
C 0.392 6.700 -0.240
C -0.623 6.261 -1.120
C -0.807 4.926 -1.463
H 4.927 3.455 -3.387
H 5.867 2.836 -1.983
H 4.747 4.145 -1.749
H 5.034 0.488 -2.097
H 5.000 -3.568 -2.058
H 5.517 -5.025 -0.086
H 4.169 -4.874 1.967
H 2.420 -3.090 2.228
H 2.106 -1.405 0.454
H 2.330 3.821 -1.960
H -2.923 1.369 -0.894
H -2.466 3.024 -1.432
H -2.513 3.876 0.824
H -1.958 2.276 1.509
H -3.534 1.654 4.411
H -3.504 -0.331 5.892
H -4.150 -2.563 4.937
H -5.516 -2.592 2.855
H -5.928 -0.458 1.520
H 1.770 3.653 0.407
H 2.197 6.012 0.755
H 0.510 7.746 0.016
H -1.320 6.986 -1.511
H -1.538 4.569 -2.214
C -0.492 -0.479 2.390
O -0.324 -1.435 1.374
H 0.077 -0.808 3.282
H -1.573 -0.350 2.741
H -0.125 0.595 2.180
N -3.427 -1.534 -2.161
C -2.751 -1.464 -1.192
H -3.996 -2.144 -2.759
C -1.937 -5.639 -1.311
C -1.499 -4.847 -2.371
C -0.547 -3.869 -2.051
N -0.010 -3.718 -0.846
C -0.488 -4.443 0.155
C -1.424 -5.432 -0.015
H -2.723 -6.406 -1.484
H -1.866 -4.964 -3.375
H -0.120 -3.215 -2.839
H -0.012 -4.219 1.122
H -1.761 -6.034 0.822
*
```

Results of the Löwdin charge analysis, in e, for atoms 1 through 4:
1. Hg 1.102
2. C -0.091
3. C -0.302
4. C 0.009